Entry 1:
C15H33NO3PS | ωB97M-V/def2-TZVPD

As for the charge: +1. The total energy comes out at -1611.080960 Eh. As for the HOMO-LUMO gap: 0.2946 Ha. The HOMO energy is -10.766 eV. The maximum force is 0.086 Eh/bohr.

```
54
Properties=species:S:1:pos:R:3:mulliken_charge:R:1
C -4.60 -3.97 5.41 -1.22
C -3.47 -4.42 4.49 -0.21
O -3.52 -3.69 3.26 -0.26
C -2.77 -4.20 2.30 0.27
O -2.12 -5.15 2.40 -0.52
C -2.82 -3.44 1.00 -0.73
C -2.20 -2.03 1.09 -0.54
C -1.54 -1.73 -0.27 -1.13
C -1.24 -0.26 -0.49 0.12
C 0.12 0.28 0.04 -1.08
C 0.84 0.94 -1.17 0.14
P 2.62 1.42 -0.99 0.20
C 3.18 1.68 -2.74 -0.97
C 3.55 0.01 -0.22 -0.44
C 4.31 -0.93 -1.18 -1.24
C 0.45 -0.03 -2.31 -0.95
N -1.02 -0.15 -2.02 -0.22
H -4.62 -2.90 5.54 0.33
H -5.54 -4.35 5.01 0.31
H -4.47 -4.44 6.37 0.39
H -2.54 -4.23 5.02 0.30
H -3.57 -5.48 4.36 0.32
H -2.21 -4.00 0.29 0.45
H -3.81 -3.41 0.55 0.43
H -1.48 -1.97 1.90 0.40
H -3.00 -1.33 1.28 0.34
H -2.29 -2.03 -1.00 0.39
H -0.68 -2.39 -0.41 0.32
H -2.06 0.42 -0.33 0.60
H 0.70 -0.41 0.63 0.46
H -0.21 1.14 0.62 0.30
H 0.32 1.86 -1.46 0.15
H 3.28 2.75 -2.86 0.22
H 2.44 1.37 -3.47 0.33
H 4.14 1.22 -2.95 0.44
H 2.93 -0.58 0.44 0.24
H 4.29 0.46 0.43 0.45
H 3.62 -1.57 -1.72 0.23
H 5.00 -0.41 -1.84 0.36
H 4.91 -1.60 -0.57 0.41
H 0.85 -1.03 -2.28 0.23
H 0.54 0.48 -3.27 0.60
H -1.35 0.80 -2.23 0.40
H -1.60 -0.72 -2.64 0.39
C 1.35 5.59 -0.10 -0.87
S 0.74 5.53 -1.79 0.38
O 0.81 4.10 -2.22 -0.52
C 2.14 6.37 -2.54 -0.97
H 0.64 5.08 0.54 0.31
H 2.32 5.10 -0.04 0.26
H 1.43 6.63 0.21 0.40
H 3.05 5.82 -2.32 0.29
H 2.19 7.39 -2.15 0.40
H 1.97 6.40 -3.61 0.33
```

=====

Entry 2:
C15H33O6SeSiZr | ωB97M-V/def2-TZVPD

As for the charge: +3. The total energy comes out at -3779.876378 Eh. As for the HOMO-LUMO gap: 0.2975 Ha. The HOMO energy is -17.714 eV. The maximum force is 0.013 Eh/bohr.

```
57
Properties=species:S:1:pos:R:3:mulliken_charge:R:1
Zr -0.45 -0.20 -0.51 0.70
C 2.46 0.32 -1.25 -0.56
C 2.30 -1.13 -1.68 -0.47
O 1.03 -1.65 -1.15 -0.23
C 0.95 -3.01 -0.58 -0.49
C 0.22 -2.94 0.75 -0.66
O -0.93 -2.06 0.67 -0.17
C -2.28 -2.56 0.67 -0.76
C -2.71 -2.70 -0.76 -0.63
O -2.18 -1.52 -1.43 -0.20
C -2.62 -1.44 -2.82 -0.68
C -1.46 -0.84 -3.57 -0.59
O -0.99 0.28 -2.80 -0.22
C -1.58 1.57 -3.10 -0.49
C -2.24 2.03 -1.83 -0.56
O -1.29 1.83 -0.74 -0.55
C -0.24 2.84 -0.59 -0.52
C 1.12 2.41 -1.20 -0.58
O 1.17 0.97 -1.42 -0.12
H 3.20 0.80 -1.89 0.50
H 2.74 0.42 -0.20 0.27
H 3.13 -1.72 -1.30 0.48
H 2.24 -1.23 -2.77 0.32
H 1.96 -3.40 -0.45 0.64
H 0.43 -3.61 -1.33 0.24
H 0.85 -2.52 1.53 0.20
H -0.09 -3.94 1.05 0.56
H -2.86 -1.80 1.19 0.28
H -2.35 -3.49 1.23 0.48
H -3.80 -2.71 -0.85 0.51
H -2.30 -3.58 -1.25 0.47
H -3.53 -0.84 -2.86 0.28
H -2.84 -2.44 -3.19 0.55
H -1.74 -0.53 -4.58 0.53
H -0.63 -1.54 -3.65 0.25
H -2.31 1.48 -3.91 0.60
H -0.78 2.23 -3.43 0.22
H -3.10 1.42 -1.56 0.27
H -2.55 3.07 -1.86 0.49
H -0.16 3.00 0.48 0.18
H -0.59 3.76 -1.07 0.55
H 1.92 2.68 -0.50 0.42
H 1.31 2.88 -2.16 0.44
C 0.51 0.35 5.11 -0.98
Si 1.45 1.32 3.85 0.37
C 3.23 0.85 3.65 -0.99
C 1.08 3.12 3.82 -0.98
Se 0.44 0.49 1.65 0.39
H 0.85 0.67 6.10 0.41
H 0.70 -0.72 5.03 0.34
H -0.56 0.53 5.05 0.35
H 3.74 1.08 4.59 0.41
H 3.72 1.43 2.86 0.33
H 3.36 -0.21 3.46 0.34
H 1.40 3.56 4.77 0.40
H 0.01 3.32 3.71 0.35
H 1.63 3.65 3.03 0.33
```

=====

Entry 3:
C15H35AgN5O5 | ωB97M-V/def2-TZVPD

As for the charge: +1. The total energy comes out at -1389.224584 Eh. As for the HOMO-LUMO gap: 0.1984 Ha. The HOMO energy is -11.365 eV. The maximum force is 0.072 Eh/bohr.

```
61
Properties=species:S:1:pos:R:3:mulliken_charge:R:1
Ag 0.15 0.07 -0.22 1.00
C 0.85 -5.35 -2.98 -0.93
C 1.10 -5.54 -1.45 0.65
O 1.43 -4.59 -0.79 -0.64
N 0.87 -6.82 -1.01 -0.19
C 1.35 -7.27 0.26 -0.87
H 0.85 -6.35 -3.43 0.32
H 1.72 -4.89 -3.45 0.28
H -0.09 -4.80 -3.12 0.23
H 0.57 -7.51 -1.68 0.23
H 1.72 -6.44 0.86 0.32
H 2.22 -7.93 0.18 0.31
H 0.55 -7.73 0.84 0.29
C -5.49 2.99 -1.84 -0.81
C -5.24 1.71 -2.67 0.52
O -4.55 0.80 -2.22 -0.69
N -5.83 1.53 -3.86 -0.15
C -6.57 2.59 -4.58 -0.92
H -6.05 2.74 -0.94 0.25
H -6.03 3.78 -2.37 0.34
H -4.49 3.37 -1.63 0.24
H -5.69 0.66 -4.35 0.27
H -7.58 2.82 -4.24 0.31
H -6.67 2.09 -5.54 0.33
H -6.08 3.54 -4.80 0.32
C -3.01 -3.38 4.45 -0.91
C -2.44 -2.06 5.02 0.64
O -2.09 -1.15 4.29 -0.68
N -2.47 -2.10 6.35 -0.16
C -2.14 -0.97 7.16 -0.87
H -3.35 -4.21 5.08 0.32
H -2.16 -3.73 3.86 0.25
H -3.80 -3.04 3.78 0.25
H -2.75 -2.97 6.79 0.24
H -1.40 -1.14 7.94 0.29
H -3.05 -0.69 7.69 0.32
H -1.88 -0.07 6.60 0.31
C 6.50 1.85 1.45 -0.96
C 5.41 0.96 2.06 0.65
O 4.54 0.64 1.27 -0.65
N 5.57 0.59 3.31 -0.19
C 4.59 -0.30 3.96 -0.89
H 6.13 2.86 1.22 0.27
H 6.91 1.39 0.55 0.26
H 7.34 2.04 2.11 0.32
H 6.21 1.09 3.92 0.25
H 3.80 0.18 4.54 0.31
H 5.11 -0.98 4.64 0.33
H 3.98 -0.96 3.34 0.31
C 1.31 5.63 -2.05 -1.07
C 1.42 4.82 -3.37 0.77
O 0.88 3.71 -3.55 -0.68
N 2.12 5.47 -4.35 -0.19
C 2.30 4.91 -5.65 -0.81
H 0.67 6.51 -2.11 0.30
H 2.32 5.96 -1.81 0.34
H 0.94 4.86 -1.37 0.26
H 2.43 6.40 -4.13 0.21
H 3.30 5.14 -6.03 0.29
H 1.59 5.43 -6.30 0.29
H 2.16 3.83 -5.61 0.30
```

=====

Entry 4:
C15H35AsCu2F6N6O8 | ωB97M-V/def2-TZVPD

As for the charge: +2. The total energy comes out at -7638.366704 Eh. As for the HOMO-LUMO gap (spin up / spin down): 0.2774 / 0.1012 Ha. As for the spin multiplicity: 3. The HOMO energy (spin up / spin down) is -13.045 / -13.042 eV. The maximum force is 0.052 Eh/bohr.

```
73
Properties=species:S:1:pos:R:3:mulliken_charge:R:1
Cu 17.07 24.76 -6.34 0.64
Cu 16.37 22.38 -1.31 0.49
As 15.38 21.52 -4.91 1.98
F 16.96 20.86 -5.12 -0.45
F 14.70 20.01 -4.51 -0.51
F 13.92 22.36 -4.60 -0.48
F 16.13 23.08 -5.33 -0.24
F 14.92 21.28 -6.54 -0.49
F 15.75 21.74 -3.19 -0.34
N 18.30 24.45 -3.26 0.53
O 17.35 24.03 -2.62 -0.28
O 18.21 24.48 -4.54 -0.04
O 19.36 24.82 -2.77 -0.50
C 12.70 25.07 -1.44 -1.39
C 13.94 24.71 -0.64 0.78
O 14.83 24.02 -1.13 -0.43
N 13.97 25.23 0.59 -0.17
C 14.97 24.92 1.60 -0.78
H 11.86 24.57 -0.95 0.39
H 12.79 24.86 -2.50 0.28
H 12.50 26.14 -1.30 0.43
H 13.20 25.80 0.89 0.23
H 14.49 24.47 2.47 0.34
H 15.56 25.81 1.80 0.30
H 15.63 24.15 1.21 0.16
C 20.83 23.12 -6.62 -1.14
C 19.47 22.68 -7.10 0.83
O 18.51 23.46 -7.09 -0.59
N 19.38 21.46 -7.60 -0.11
C 18.15 20.90 -8.14 -0.81
H 21.49 22.35 -6.23 0.37
H 20.68 23.88 -5.84 0.20
H 21.24 23.70 -7.46 0.40
H 20.21 20.89 -7.61 0.25
H 18.38 20.19 -8.93 0.37
H 17.49 21.68 -8.52 0.25
H 17.61 20.42 -7.32 0.24
C 22.50 24.58 -1.15 -1.03
C 23.16 24.90 0.17 0.93
O 22.59 25.79 0.87 -0.18
N 24.29 24.34 0.49 -0.15
C 25.01 24.68 1.74 -0.86
H 21.99 25.41 -1.62 0.36
H 21.71 23.85 -0.92 0.22
H 23.12 24.13 -1.92 0.40
H 24.52 23.44 0.08 0.31
H 24.29 25.03 2.49 0.33
H 25.72 25.48 1.59 0.32
H 25.46 23.80 2.18 0.34
C 19.84 21.18 -3.56 -0.41
C 19.50 21.11 -2.09 0.29
O 18.40 21.45 -1.65 -0.37
N 20.47 20.64 -1.27 -0.13
C 20.32 20.52 0.18 -0.94
H 20.88 21.52 -3.66 0.49
H 19.26 21.98 -4.02 -0.38
H 19.67 20.24 -4.08 0.34
H 21.35 20.41 -1.71 0.27
H 20.13 21.50 0.61 0.30
H 21.30 20.21 0.56 0.35
H 19.58 19.76 0.40 0.30
C 15.59 28.52 -6.35 -1.14
C 16.24 27.71 -5.25 0.62
O 16.69 26.56 -5.48 -0.41
N 16.09 28.10 -3.99 -0.11
C 16.38 27.26 -2.85 -0.74
H 15.32 27.76 -7.08 0.28
H 16.39 29.13 -6.79 0.32
H 14.74 29.11 -6.03 0.36
H 15.82 29.04 -3.78 0.28
H 15.98 27.71 -1.95 0.38
H 17.46 27.12 -2.75 0.29
H 15.97 26.25 -2.91 0.08
```

=====

Please write out number 1 again, unchanged.
C15H33NO3PS | ωB97M-V/def2-TZVPD

As for the charge: +1. The total energy comes out at -1611.080960 Eh. As for the HOMO-LUMO gap: 0.2946 Ha. The HOMO energy is -10.766 eV. The maximum force is 0.086 Eh/bohr.

```
54
Properties=species:S:1:pos:R:3:mulliken_charge:R:1
C -4.60 -3.97 5.41 -1.22
C -3.47 -4.42 4.49 -0.21
O -3.52 -3.69 3.26 -0.26
C -2.77 -4.20 2.30 0.27
O -2.12 -5.15 2.40 -0.52
C -2.82 -3.44 1.00 -0.73
C -2.20 -2.03 1.09 -0.54
C -1.54 -1.73 -0.27 -1.13
C -1.24 -0.26 -0.49 0.12
C 0.12 0.28 0.04 -1.08
C 0.84 0.94 -1.17 0.14
P 2.62 1.42 -0.99 0.20
C 3.18 1.68 -2.74 -0.97
C 3.55 0.01 -0.22 -0.44
C 4.31 -0.93 -1.18 -1.24
C 0.45 -0.03 -2.31 -0.95
N -1.02 -0.15 -2.02 -0.22
H -4.62 -2.90 5.54 0.33
H -5.54 -4.35 5.01 0.31
H -4.47 -4.44 6.37 0.39
H -2.54 -4.23 5.02 0.30
H -3.57 -5.48 4.36 0.32
H -2.21 -4.00 0.29 0.45
H -3.81 -3.41 0.55 0.43
H -1.48 -1.97 1.90 0.40
H -3.00 -1.33 1.28 0.34
H -2.29 -2.03 -1.00 0.39
H -0.68 -2.39 -0.41 0.32
H -2.06 0.42 -0.33 0.60
H 0.70 -0.41 0.63 0.46
H -0.21 1.14 0.62 0.30
H 0.32 1.86 -1.46 0.15
H 3.28 2.75 -2.86 0.22
H 2.44 1.37 -3.47 0.33
H 4.14 1.22 -2.95 0.44
H 2.93 -0.58 0.44 0.24
H 4.29 0.46 0.43 0.45
H 3.62 -1.57 -1.72 0.23
H 5.00 -0.41 -1.84 0.36
H 4.91 -1.60 -0.57 0.41
H 0.85 -1.03 -2.28 0.23
H 0.54 0.48 -3.27 0.60
H -1.35 0.80 -2.23 0.40
H -1.60 -0.72 -2.64 0.39
C 1.35 5.59 -0.10 -0.87
S 0.74 5.53 -1.79 0.38
O 0.81 4.10 -2.22 -0.52
C 2.14 6.37 -2.54 -0.97
H 0.64 5.08 0.54 0.31
H 2.32 5.10 -0.04 0.26
H 1.43 6.63 0.21 0.40
H 3.05 5.82 -2.32 0.29
H 2.19 7.39 -2.15 0.40
H 1.97 6.40 -3.61 0.33
```

=====

Question: Which formula does entry 1 have?
Answer: C15H33NO3PS

=====

Question: Which of these has the highest total energy?
Answer: C15H35AgN5O5